Entry 1:
Formula: C18H35N3OPPdS2Si
Source: the OMol25 dataset
Level of theory: ωB97M-V/def2-TZVPD

The geometry in XYZ format:
```
62
Properties=species:S:1:pos:R:3:forces:R:3
H 2.245504 4.719612 -3.463941 -0.01 0.01 0.00
H -3.918586 -4.618448 1.387973 -0.01 0.00 0.01
H 5.007522 -4.117230 0.784363 0.00 0.00 0.00
H 5.763707 -2.365116 -1.596417 0.01 -0.01 0.01
C 0.585811 6.484336 -1.384275 -0.01 0.00 -0.01
H 5.109086 -4.002943 -1.661624 0.00 0.00 0.00
H 3.634350 -0.954498 1.691199 0.00 0.01 -0.01
H -1.648559 6.221642 -3.709110 0.00 0.00 0.00
C -0.021465 -3.954315 0.472592 -0.03 0.01 0.05
H -4.421832 -1.552837 1.369216 0.03 0.01 0.06
H -1.946905 -4.298400 1.319871 0.01 0.01 -0.01
H -1.151454 4.743978 -4.534258 0.00 0.00 0.00
C 5.584273 -3.309442 0.329457 0.00 0.00 0.00
O -3.241864 0.093040 1.446573 0.26 0.01 0.14
H 1.359492 3.174344 -3.486032 0.00 0.00 0.00
H 5.622032 -2.200350 2.184046 0.00 0.00 0.00
H 0.463769 -3.364433 -0.297675 0.06 0.05 -0.06
H -5.458872 -3.801239 1.579438 0.00 0.01 0.01
C -2.350206 4.760011 -1.006919 -0.08 -0.03 0.06
N 3.736233 -2.575594 -1.051095 0.02 -0.03 0.02
C -1.444363 -1.805241 2.798014 0.10 -0.17 0.13
H -2.662889 -3.164023 3.994332 0.01 0.01 0.02
S 1.738180 -1.061912 -0.209880 0.23 0.12 0.05
H 2.151088 3.689896 -2.013615 0.00 -0.01 0.00
S 0.099042 1.539253 -1.216723 -0.28 -0.20 0.06
C -1.214752 4.043188 -1.366406 0.00 -0.04 0.02
H -3.946160 2.321583 0.737674 0.00 -0.01 0.01
C 1.601968 4.049423 -2.883665 0.00 0.00 0.00
C 5.390925 -2.034356 1.131127 -0.01 0.04 0.00
C -3.381640 4.197352 -0.254221 0.06 0.08 -0.07
N 4.010711 -1.606758 1.024522 0.00 -0.05 0.02
H -0.100091 6.167943 -4.562430 0.00 0.00 0.00
H -1.168474 -3.889910 3.401234 -0.03 -0.01 -0.01
H 0.508041 -3.761188 1.409053 0.01 0.03 -0.01
H -1.124925 -2.731383 4.725290 0.01 -0.01 -0.01
H -0.268456 7.120673 -1.141697 0.00 0.00 0.01
Pd -1.757605 0.188150 0.270795 0.09 -0.04 -0.57
C -1.614789 -2.965935 3.776135 0.03 0.04 -0.02
H 6.636896 -3.594781 0.323337 0.00 0.00 0.00
H 0.107110 -5.015032 0.231147 0.02 0.01 0.02
H -4.235813 -3.653208 2.828973 -0.01 -0.01 0.00
H -4.259447 4.766125 0.020389 0.00 0.00 0.00
H 3.164929 -2.616471 -1.877558 0.00 0.01 0.00
C -1.501932 -3.621336 0.587847 0.19 0.06 -0.07
N -2.161056 2.183512 -0.200595 0.00 0.07 0.17
H -4.092669 -2.535329 -0.028940 0.02 0.00 -0.01
C -0.789801 5.588144 -3.943032 0.00 0.00 0.01
C -3.234949 2.880417 0.135229 0.02 -0.02 0.05
H -1.874838 -0.880791 3.180259 -0.07 -0.02 -0.02
C 5.096494 -3.074545 -1.089225 -0.02 0.04 -0.03
H -0.376238 -1.610002 2.646818 0.00 0.01 -0.01
C 3.230361 -1.768256 -0.078530 0.01 -0.09 0.00
C -1.151122 2.692577 -0.929623 0.06 0.15 -0.18
H 1.047844 6.176683 -0.443617 0.01 0.00 0.00
C -3.885653 -2.438283 1.043557 -0.01 -0.13 -0.18
P -2.098665 -1.912562 1.084905 -0.72 0.06 0.39
H 1.310024 7.086914 -1.939228 0.00 0.00 0.00
C -4.383336 -3.700172 1.750687 -0.01 0.04 -0.03
H -2.446168 5.797557 -1.320040 0.00 0.00 0.00
H 6.075105 -1.258880 0.761843 0.01 -0.01 0.00
Si 0.059556 4.971781 -2.377844 0.02 -0.02 0.00
H -2.004483 -3.842935 -0.359681 0.01 0.04 -0.02
```
Forces are in eV/Å.

Values from the calculation:
LUMO in hartree: 0.084
Orbital gap in eV: 5.48
HOMO energy in eV: -3.19
Net charge: -1
Relative energy (zero: lowest compared OMol25 entry of this formula, charge and spin) in eV: 3.257
2S+1: 1

Okay, here come the natural (NBO) numbers, in e, for every atom: 0.213 0.188 0.213 0.175 -1.107 0.202 0.419 0.225 -0.613 0.291 0.199 0.236 -0.415 -1.125 0.255 0.203 0.228 0.198 -0.140 -0.623 -0.753 0.198 -0.195 0.255 -0.376 -0.569 0.243 -1.117 -0.210 -0.338 -0.622 0.220 0.192 0.196 0.197 0.225 0.605 -0.608 0.211 0.183 0.194 0.204 0.417 -0.731 -0.525 0.209 -1.107 0.090 0.274 -0.210 0.226 0.257 0.111 0.236 -0.727 1.084 0.220 -0.609 0.190 0.175 1.654 0.211

Entry 2:
Formula: C18H35NO
Source: the OMol25 dataset
Level of theory: ωB97M-V/def2-TZVPD

The geometry in XYZ format:
```
55
Properties=species:S:1:pos:R:3:forces:R:3
C 4.488326 0.281085 1.401054 0.41 0.07 0.05
H -1.452547 2.178712 0.139505 0.06 0.06 0.07
H 1.601363 -0.181304 0.108428 0.04 0.10 -0.07
H 0.877183 -3.122982 0.452393 0.00 -0.03 0.09
H 3.304108 -2.623373 0.782248 -0.01 0.04 0.01
C -1.596528 0.122800 0.735810 0.08 0.23 -0.25
H -4.775035 1.117717 1.448310 0.00 -0.06 0.11
C 0.603026 -2.064327 0.444680 0.00 0.08 -0.31
H -2.388434 1.911161 1.608027 0.03 0.10 0.01
C -7.151597 0.346835 0.276987 0.09 -0.04 -0.24
C 5.667964 1.226618 -1.535113 -0.33 0.10 0.01
H -0.334112 -2.243700 -1.478499 -0.03 -0.09 -0.01
H -0.742505 0.191908 1.411899 0.00 -0.08 0.10
H -4.402014 -0.244758 0.388564 0.02 -0.10 0.11
C 4.727341 0.040832 -1.725801 0.32 -0.08 -0.02
H 5.965808 -1.169873 -0.436036 -0.05 -0.09 -0.07
H -8.058199 0.686463 -0.230070 -0.04 0.03 0.08
H -1.408914 -2.535177 -0.112666 -0.05 -0.05 -0.07
C 1.817018 -1.246121 0.013371 0.01 -0.26 0.35
H -6.953785 -1.483187 -0.853976 0.02 -0.09 -0.11
H 5.539831 1.917033 -2.372207 0.08 -0.01 -0.03
C -7.077253 -1.172776 0.181609 -0.08 0.22 0.10
H -3.317344 1.268634 -1.226644 -0.03 0.05 -0.10
H -3.782005 2.663650 -0.263964 -0.03 0.01 -0.09
H -7.991178 -1.620093 0.566405 -0.04 -0.13 0.02
C -0.604206 -1.892450 -0.478766 0.07 0.10 0.07
C 3.029583 -1.568362 0.888542 -0.31 0.09 0.09
C -2.195334 1.524804 0.604031 -0.06 -0.11 -0.07
H 4.516116 -1.985627 -1.023323 0.06 0.04 0.08
C 5.427697 1.982383 -0.231640 0.26 -0.09 -0.13
H 5.861111 1.795460 1.870157 -0.03 -0.17 -0.02
C 5.682823 1.135771 1.019257 -0.15 0.23 0.15
O 3.841868 0.515354 2.406256 -0.20 0.23 0.29
H 0.331112 -1.793032 1.465315 0.02 -0.05 0.11
C -4.644120 0.817697 0.405627 -0.02 0.22 -0.43
H 4.925276 -0.410348 -2.700612 -0.05 -0.01 -0.04
H -6.150650 2.124960 -0.383032 0.04 0.03 -0.08
H -2.324040 -0.548810 1.194680 0.00 -0.09 0.10
H 6.568678 0.513344 0.879422 0.07 -0.01 0.00
H -6.242734 -1.560697 0.759785 0.08 -0.12 0.03
C -5.949130 1.050858 -0.352891 -0.08 -0.08 0.36
H -7.231261 0.640864 1.326162 -0.07 0.07 0.02
H 3.693052 0.388607 -1.720128 -0.08 -0.06 -0.05
H -0.369425 0.183583 -1.029658 0.00 0.09 -0.09
H 4.402897 2.359295 -0.205441 -0.02 0.09 0.01
H 6.095552 2.846572 -0.208673 -0.07 0.02 0.03
C -3.491059 1.611254 -0.204880 0.08 -0.09 0.31
H -1.976359 -0.481121 -1.292842 0.01 0.07 -0.09
C -1.135507 -0.462492 -0.596843 -0.10 -0.23 0.24
H 2.045165 -1.459539 -1.034074 0.00 0.07 -0.11
C 4.898757 -1.034541 -0.647314 0.05 0.16 -0.33
N 4.183275 -0.748230 0.575601 -0.10 -0.31 0.06
H -5.833125 0.709837 -1.384757 0.00 0.04 -0.10
H 2.781871 -1.372301 1.934305 0.02 -0.13 -0.13
H 6.701613 0.871128 -1.558569 0.06 0.01 -0.03
```
Forces are in eV/Å.

Values from the calculation:
LUMO in hartree: 0.033
Orbital gap in eV: 9.90
HOMO energy in eV: -8.99
SMILES: CCCCCCCCCCCCN1CCCCCC1=O
Relative energy (zero: lowest compared OMol25 entry of this formula, charge and spin) in eV: 0.174
2S+1: 1

Okay, here come the natural (NBO) numbers, in e, for every atom: 0.688 0.198 0.206 0.199 0.185 -0.402 0.194 -0.397 0.199 -0.388 -0.393 0.196 0.204 0.194 -0.411 0.195 0.198 0.199 -0.411 0.199 0.210 -0.607 0.193 0.200 0.209 -0.382 -0.212 -0.384 0.211 -0.391 0.241 -0.501 -0.639 0.202 -0.401 0.209 0.197 0.195 0.210 0.200 -0.386 0.193 0.206 0.194 0.205 0.212 -0.391 0.200 -0.400 0.190 -0.214 -0.447 0.191 0.242 0.192

Entry 3:
Formula: C18H36AgO18
Source: the OMol25 dataset
Level of theory: ωB97M-V/def2-TZVPD

The geometry in XYZ format:
```
73
Properties=species:S:1:pos:R:3:forces:R:3
H 15.546700 5.685100 4.751060 0.19 0.70 0.80
H 16.194500 4.891040 11.738770 0.20 -0.15 0.06
H 15.915900 0.294630 2.562760 -0.05 0.10 0.06
O 18.319310 8.679920 4.889780 -1.75 -0.40 -0.43
H 14.952950 5.960210 10.482980 0.80 0.22 -0.50
H 12.998470 1.813620 7.633300 -0.26 0.27 -0.09
O 15.804520 1.842860 3.944350 -1.59 0.65 1.87
C 19.508860 9.133190 5.551760 -0.64 0.69 0.40
O 13.376580 6.228800 9.290320 -2.01 -0.71 -1.60
H 19.488160 3.015400 4.528690 -0.44 -0.15 0.51
C 17.239780 4.856990 11.431630 -0.01 0.01 -1.30
O 15.647330 1.693010 10.516390 -0.03 3.28 -2.85
H 14.450570 1.307440 2.447670 -0.16 -0.22 1.12
H 16.883750 5.470970 3.649890 -0.36 -0.44 -0.30
O 13.609100 2.067870 9.572950 0.59 0.22 0.08
O 17.040400 2.901150 5.503740 -0.20 -1.18 0.21
C 14.920990 2.369150 9.532840 -0.99 -1.22 1.70
H 13.890550 7.033680 11.127910 -0.74 0.68 -0.64
C 16.093190 6.163700 3.938410 0.48 -1.44 -0.81
H 15.776100 0.077170 11.675440 -0.39 0.02 0.08
H 19.253470 10.004240 6.155220 -0.46 -0.22 0.39
C 15.520570 1.306170 2.655520 0.27 -0.77 -1.30
C 20.838410 5.050470 9.814170 -0.01 2.67 0.01
C 19.272230 2.032030 4.111010 0.84 0.16 -0.09
H 21.856690 4.962940 9.435320 -0.17 -0.96 -0.10
H 19.725150 9.538010 9.749410 0.49 -0.49 1.14
H 18.424790 9.270360 8.933220 -0.39 -1.07 -1.10
O 14.856760 5.913410 7.672420 0.46 -0.56 -1.46
C 12.755450 2.477840 8.462660 0.29 0.36 0.04
C 16.948320 2.154940 4.526170 -0.59 2.33 -2.47
O 12.521410 5.753940 7.353370 2.48 0.69 4.24
C 14.320330 6.785940 10.157340 1.37 -0.90 0.70
H 20.355910 5.835190 9.231490 -0.07 -0.10 -0.41
H 20.076680 9.631700 4.766170 0.61 -0.96 -0.01
H 11.553090 5.511470 5.721960 0.30 -0.16 -0.49
H 17.283160 1.923870 8.176680 -0.31 -0.52 0.05
O 17.642350 6.468320 8.975510 0.39 0.50 2.73
H 19.973700 8.161490 8.780600 -0.77 -0.40 -0.36
H 12.868790 3.534760 8.221450 0.59 -0.23 -0.08
C 17.688610 7.508850 5.055180 2.66 1.37 -1.47
Ag 16.877030 4.865610 7.295970 0.59 -0.10 0.40
O 16.773750 7.386970 4.105990 -0.65 1.09 1.44
O 18.689310 7.898730 10.437160 -0.70 -1.08 0.07
H 15.349020 6.275230 3.149820 0.40 0.30 -0.11
O 18.982160 2.217600 9.138870 1.80 0.90 2.02
H 15.831220 1.882340 1.783960 1.01 0.44 0.51
O 17.761010 6.207680 11.392940 0.16 0.63 -2.61
C 13.688450 5.906640 8.031030 -1.57 1.32 2.10
C 17.955450 6.838960 10.136690 0.38 -1.73 1.04
O 15.381900 3.168030 8.741520 0.82 -0.16 0.23
C 12.596770 5.618130 6.017680 -0.01 -0.72 -3.28
H 19.525270 1.191200 4.756820 -0.11 0.28 0.28
H 17.825670 4.158080 12.028600 0.17 0.77 0.55
O 18.154200 6.656190 5.790020 -1.30 -1.35 1.19
H 19.973980 1.976440 3.278810 -0.67 -0.27 -0.46
H 14.512530 1.261920 12.257240 0.67 0.47 0.17
H 14.837190 7.583360 9.623420 0.18 0.04 0.56
C 15.013880 0.807120 11.402890 -1.62 -0.98 -0.26
H 20.901920 5.502440 10.804010 0.05 -0.47 0.18
H 13.050170 6.463590 5.500250 -0.12 0.31 0.18
H 18.676300 1.490530 7.255910 0.31 -0.12 0.06
O 17.909320 1.900800 3.669550 1.61 -0.72 0.24
O 19.173400 4.004800 7.782640 -0.97 0.62 -1.04
H 18.256940 0.455270 8.673140 -0.26 0.17 -0.20
H 11.703590 2.439850 8.745960 0.28 -0.74 0.41
H 13.205100 4.750150 5.763460 -0.24 -0.32 -0.29
O 20.005590 3.937260 9.915130 -0.60 -2.23 -1.45
H 14.167820 0.423810 10.832490 0.26 -0.99 0.34
C 19.381230 3.389660 8.818920 0.98 1.73 2.66
H 19.938410 8.372400 6.203520 0.35 -0.01 -0.61
C 19.206450 8.654320 9.377730 0.49 2.55 -0.44
C 18.268470 1.466490 8.266460 -1.78 -1.26 -2.07
H 17.353630 4.443050 10.429740 -0.55 -0.05 -0.14
```
Forces are in eV/Å.

Values from the calculation:
LUMO (alpha / beta) in hartree: -0.206 / -0.426
Orbital gap (alpha / beta) in eV: 10.54 / 4.53
HOMO energy (alpha / beta) in eV: -16.14 / -16.12
⟨S²⟩: 0.75
Net charge: +2
2S+1: 2

Okay, here come the Löwdin numbers, in e, for every atom: 0.062 0.091 0.107 0.019 0.069 0.114 0.015 0.000 0.031 0.096 -0.023 -0.022 0.101 0.103 -0.011 0.031 -0.499 0.121 -0.032 0.113 0.094 -0.018 -0.038 -0.001 0.116 0.109 0.111 0.032 0.033 -0.577 0.023 -0.012 0.073 0.111 0.124 0.069 0.014 0.100 0.066 -0.548 1.255 0.049 0.036 0.115 0.081 0.102 -0.003 -0.519 -0.463 0.047 -0.079 0.102 0.113 0.078 0.105 0.107 0.117 -0.035 0.116 0.108 0.097 0.023 0.097 0.129 0.114 0.100 0.021 0.096 -0.541 0.089 -0.045 -0.035 0.059

For reference, E_tot by record: -68070.18800; -22772.81013; -60083.56727 eV.